Entry 1:
This record from the Open Molecules 2025 dataset describes a molecular structure, AlO4P. The level of theory is ωB97M-V/def2-TZVPD.

```
6
Properties=species:S:1:pos:R:3:mulliken_charge:R:1
Al -28.8642 12.1174 8.2061 0.81
P -28.8740 9.0354 7.2299 0.90
O -28.7838 7.5606 6.7778 -0.55
O -30.2345 9.6968 7.6093 -0.45
O -28.2927 10.1330 6.2452 -0.34
O -27.9830 9.4607 8.4537 -0.36
```

E_LUMO   -4.94 eV
HOMO   -0.3822 Ha

***

Entry 2:
This record from the Open Molecules 2025 dataset describes a molecular structure, C18H18I2N2OSTi. The level of theory is ωB97M-V/def2-TZVPD.

```
43
Properties=species:S:1:pos:R:3:lowdin_spin:R:1
Ti 1.3645 0.6741 0.9878 0.04
I 1.2879 -0.2547 3.3144 0.04
C 1.4766 3.5518 3.3626 0.80
I 1.5752 3.4788 1.2990 0.05
H 2.4163 3.6903 3.8742 0.04
H 0.4921 3.6806 3.7843 0.04
O 2.8811 0.2603 0.1462 0.00
N 4.1582 0.0030 -0.2225 0.00
C 4.5909 -1.2702 -0.1642 0.00
C 5.8794 -1.5486 -0.5556 0.00
C 6.6975 -0.5162 -1.0021 0.00
C 6.2054 0.7841 -1.0479 0.00
C 4.9134 1.0322 -0.6497 0.00
H 3.8804 -2.0010 0.1932 0.00
H 6.2309 -2.5698 -0.5101 0.00
H 7.7123 -0.7234 -1.3159 0.00
H 6.8145 1.6076 -1.3937 0.00
H 4.4435 2.0041 -0.6572 0.00
N -0.1326 0.1174 0.0091 0.00
S -1.4897 -0.7229 0.6289 0.00
C -2.7297 0.5465 0.8162 0.00
C -3.9637 0.0840 1.2619 0.00
C -4.9754 1.0059 1.4711 0.00
C -4.7467 2.3584 1.2441 0.00
C -3.5069 2.7985 0.8038 0.00
C -2.4773 1.8903 0.5898 0.00
C -2.0568 -1.6902 -0.7160 0.00
C -1.8604 -3.0663 -0.6071 0.00
C -2.3079 -3.8787 -1.6363 0.00
C -2.9300 -3.3128 -2.7416 0.00
C -3.1207 -1.9343 -2.8342 0.00
C -2.6917 -1.1069 -1.8152 0.00
H -0.1795 0.1285 -1.0128 0.00
H -4.1439 -0.9710 1.4337 0.00
H -5.9433 0.6658 1.8125 0.00
H -5.5433 3.0712 1.4077 0.00
H -3.3425 3.8501 0.6124 0.00
H -1.5222 2.2325 0.2171 0.00
H -1.3890 -3.4926 0.2699 0.00
H -2.1842 -4.9505 -1.5699 0.00
H -3.2861 -3.9520 -3.5385 0.00
H -3.6232 -1.5148 -3.6947 0.00
H -2.8734 -0.0396 -1.8548 0.00
```

Spin multiplicity   2
Net charge   +3
E_LUMO (spin up / spin down)   -11.17 / -11.21 eV
HOMO (spin up / spin down)   -0.6381 / -0.6381 Ha

***

Entry 3:
This record from the Open Molecules 2025 dataset describes 2 unconnected molecules or ions with the total composition C2H6N2O. The level of theory is ωB97M-V/def2-TZVPD.

```
11
Properties=species:S:1:pos:R:3:mulliken_charge:R:1
N 1.0326 0.0706 -0.9350 -0.35
C 1.4323 1.3849 -0.8749 0.16
O 1.5563 1.9509 0.1897 -0.54
H 0.7151 -0.1903 -0.0159 0.17
H 0.7107 -0.2236 -1.8404 0.25
H 1.8187 1.7272 -1.8488 0.31
C -1.6771 -0.5189 0.9822 -0.18
N -1.2677 -1.6482 0.5282 -0.57
H -2.7247 -0.4330 1.3133 0.26
H -0.8552 0.1200 1.3379 0.21
H -0.7412 -2.2396 1.1637 0.27
```

E_LUMO   -0.12 eV
HOMO   -0.3254 Ha

***

Entry 4:
This record from the Open Molecules 2025 dataset describes a molecular structure, C2H4ClFO. The level of theory is ωB97M-V/def2-TZVPD.

```
9
Properties=species:S:1:pos:R:3:mulliken_charge:R:1
C -0.3122 0.4714 0.6075 -0.12
C 0.4203 -0.7581 0.1596 -0.04
H -0.7843 0.1830 -1.8556 0.39
H 0.7530 1.4292 0.5614 0.19
H -0.9647 0.6898 1.7194 0.27
H 1.2758 -1.0608 0.7860 0.33
O -1.1512 0.7643 -0.4658 -0.60
F 1.3779 -0.0917 -0.7387 -0.28
Cl -0.6147 -1.6270 -0.7738 -0.14
```

E_LUMO   -0.67 eV
HOMO   -0.3500 Ha

***

Entry 5:
This record from the Open Molecules 2025 dataset describes C6H9NO in the gas phase. The level of theory is ωB97M-V/def2-TZVPD.

```
17
Properties=species:S:1:pos:R:3:mulliken_charge:R:1
C -1.9622 -0.1123 -0.4387 -0.55
O -1.4046 -1.3097 0.1699 -0.53
C -0.0647 -0.8872 0.0681 0.00
C 1.3947 -1.2151 0.0819 -0.57
N 1.7246 0.1390 -0.5147 -0.52
C 0.6967 1.0869 -0.0367 -0.35
C -0.9988 1.0669 -0.0688 -0.33
C -0.1477 0.4235 0.9243 -0.34
H -2.1229 -0.3179 -1.4867 0.32
H -2.8961 0.0340 0.0751 0.35
H 0.0185 -0.5474 -0.9926 0.40
H 1.6987 -2.0045 -0.5776 0.30
H 1.9496 -1.3986 1.0382 0.29
H 2.6818 0.4212 -0.1644 0.31
H 1.1162 2.1244 -0.0959 0.39
H -1.3846 2.1400 0.0122 0.36
H -0.2993 0.3568 2.0064 0.49
```

E_LUMO   1.07 eV
HOMO   -0.3106 Ha

***

Entry 6:
This record from the Open Molecules 2025 dataset describes a molecular structure, C19H28FN3O2. The level of theory is ωB97M-V/def2-TZVPD.

```
53
Properties=species:S:1:pos:R:3:mulliken_charge:R:1
C -5.7774 0.2264 0.2712 -0.81
O -4.7198 -0.7910 -0.0267 -0.41
C -3.4934 -0.4235 0.6030 -0.44
C -2.5831 -1.6041 0.1825 -0.66
C -1.2643 -1.4719 0.6929 0.77
O -1.1847 -0.4831 1.7034 -0.78
N -0.3576 -2.2464 0.6668 0.15
C -0.2974 -3.0819 -0.6793 -1.02
H -1.3473 -3.3783 -0.8909 0.54
C 0.4745 -2.5891 -1.8001 -0.27
C 1.7754 -1.8598 -1.3965 -0.52
H 2.2132 -1.5261 -2.3915 0.15
H 2.4715 -3.0804 -1.1980 0.26
C 1.7716 -0.9467 -0.2347 1.66
N 3.0791 -0.5438 -0.1039 0.08
C 3.4715 0.4463 -0.8057 -0.71
H 3.0556 0.1703 -1.8238 0.26
C 3.2772 1.8645 -0.3279 -1.44
N 2.3268 2.0829 0.4673 0.25
C 0.8903 2.2549 0.2560 -0.62
C 0.4847 2.2175 -1.2980 -0.73
C -0.8988 2.5585 -1.4146 -0.48
C -1.7273 2.8040 -0.5305 0.32
C -1.4349 2.7550 0.9245 -1.52
C -0.0628 2.6446 0.8626 1.75
H 0.2894 2.5318 2.1379 0.03
H -2.1096 2.7114 1.5007 0.93
F -2.9785 3.0686 -0.9731 -0.42
H -1.1548 2.4260 -2.4969 0.30
H 1.2828 1.9923 -1.9191 0.56
C 2.5170 1.3237 1.6805 -1.26
H 3.0344 1.8057 2.3198 0.77
C 3.3686 -0.0044 1.3886 -0.73
H 3.1273 -0.9690 2.0645 0.33
H 4.3726 0.1229 1.4148 0.55
H 1.6062 1.1199 2.2293 0.30
H 4.2347 2.2678 -0.0464 0.42
H 3.1362 2.6321 -0.9641 0.76
H 4.5937 0.3638 -1.0943 0.27
H 0.9554 -0.0951 -0.4882 -0.64
C 1.1504 -1.8168 1.0690 -1.81
H 0.8148 -1.0089 2.0067 0.34
H 1.5315 -2.6767 1.2275 0.62
H 0.4460 -3.4533 -2.5352 0.34
H -0.2477 -1.6438 -2.2592 0.14
H 0.4214 -4.0490 -0.2068 0.27
H -2.9195 -2.6659 0.5510 0.29
H -2.4226 -1.6974 -0.8402 0.41
H -3.7582 -0.4373 1.6179 0.39
H -3.4110 0.5474 0.4030 0.17
H -6.0465 0.3753 1.2035 0.38
H -5.4451 1.2373 -0.2358 0.21
H -6.5315 -0.0070 -0.4636 0.31
```

E_LUMO   0.40 eV
HOMO   -0.2864 Ha

***

Entry 7:
This record from the Open Molecules 2025 dataset describes 2 unconnected molecules or ions with the total composition C2H3N2O2S. The level of theory is ωB97M-V/def2-TZVPD.

```
10
Properties=species:S:1:pos:R:3:mulliken_charge:R:1
C 3.0251 0.3709 -0.2104 0.37
C 0.3485 0.5137 -0.2502 -0.74
N 3.6435 -0.4661 0.2722 -0.43
N -2.7381 -0.9287 0.8387 0.02
O -3.8320 -1.3902 1.2462 -0.51
O -2.5393 -0.5364 -0.3553 -0.46
S 1.8627 1.2273 -1.0250 -0.15
H -0.2985 1.3194 0.2613 0.28
H 0.7506 -0.2469 0.3080 0.34
H -0.2227 0.1369 -1.0856 0.29
```

Net charge   -1
E_LUMO   2.87 eV
HOMO   -0.1100 Ha